Record 1
{"formula": "C39H36N3O4ReS2", "method": "wB97M-V/def2-TZVPD", "multiplicity": 4, "charge": 1, "lumo_energy_ev": [-4.15, -5.16], "homo_lumo_gap_ha": [0.2529, 0.2165], "s_squared": 3.788, "species": ["Re", "C", "S", "C", "S", "N", "N", "C", "C", "C", "C", "C", "C", "N", "H", "H", "H", "H", "H", "H", "H", "H", "C", "C", "C", "O", "C", "C", "O", "C", "O", "C", "C", "C", "C", "C", "C", "C", "C", "C", "C", "C", "C", "C", "O", "C", "C", "C", "C", "C", "C", "C", "C", "C", "C", "C", "C", "H", "H", "H", "H", "H", "H", "H", "H", "H", "H", "H", "H", "H", "H", "H", "H", "H", "H", "H", "H", "H", "H", "H", "H", "H", "H", "H", "H"], "coordinates": [[-1.619, 1.325, -0.512], [-6.237, -0.899, 1.466], [-5.618, -1.006, -0.224], [-4.456, 0.255, -0.212], [-3.601, 0.527, -1.727], [-4.273, 0.995, 0.848], [-3.270, 1.899, 0.567], [-3.404, 3.130, 0.902], [-2.433, 4.042, 0.316], [-2.404, 5.400, 0.540], [-1.476, 6.169, -0.151], [-0.608, 5.550, -1.033], [-0.680, 4.179, -1.203], [-1.585, 3.438, -0.552], [-6.956, -1.710, 1.565], [-6.725, 0.057, 1.634], [-5.414, -1.038, 2.164], [-4.257, 3.449, 1.488], [-3.099, 5.840, 1.242], [-1.433, 7.240, 0.001], [0.132, 6.112, -1.586], [0.001, 3.648, -1.854], [2.760, -3.383, -1.182], [2.787, -2.343, -0.083], [3.976, -2.473, 0.833], [1.585, -2.419, 0.690], [0.788, -1.268, 0.501], [1.485, -0.527, -0.648], [2.794, -1.037, -0.651], [1.561, 1.001, -0.514], [0.229, 1.498, -0.713], [2.057, 1.416, 0.864], [3.396, 1.207, 1.192], [3.863, 1.520, 2.459], [3.007, 2.052, 3.414], [1.678, 2.272, 3.092], [1.209, 1.952, 1.824], [2.388, 1.639, -1.632], [2.852, 2.944, -1.475], [3.496, 3.596, -2.517], [3.684, 2.950, -3.733], [3.226, 1.651, -3.895], [2.578, 1.000, -2.853], [-0.683, -1.667, 0.252], [-1.430, -0.460, 0.125], [-1.303, -2.358, 1.470], [-0.640, -2.553, 2.674], [-1.308, -3.121, 3.757], [-2.639, -3.488, 3.648], [-3.307, -3.296, 2.442], [-2.642, -2.737, 1.365], [-0.812, -2.542, -0.994], [-1.040, -2.005, -2.256], [-1.095, -2.817, -3.383], [-0.931, -4.189, -3.257], [-0.715, -4.737, -2.000], [-0.656, -3.921, -0.879], [2.616, -4.373, -0.748], [3.705, -3.365, -1.728], [1.942, -3.182, -1.876], [3.982, -3.464, 1.288], [3.921, -1.718, 1.618], [4.898, -2.338, 0.266], [0.791, -0.651, 1.404], [0.981, -0.740, -1.593], [4.068, 0.799, 0.448], [4.906, 1.351, 2.701], [3.374, 2.294, 4.403], [1.002, 2.689, 3.829], [0.164, 2.123, 1.594], [2.722, 3.449, -0.525], [3.865, 4.605, -2.375], [4.195, 3.454, -4.543], [3.381, 1.135, -4.835], [2.244, -0.018, -3.003], [0.404, -2.294, 2.778], [-0.777, -3.280, 4.688], [-3.153, -3.929, 4.493], [-4.344, -3.598, 2.337], [-3.158, -2.598, 0.421], [-1.188, -0.940, -2.374], [-1.275, -2.375, -4.356], [-0.978, -4.828, -4.131], [-0.595, -5.808, -1.889], [-0.479, -4.359, 0.095]]}



Record 2
{"formula": "C39H37CrGeN7O6", "method": "wB97M-V/def2-TZVPD", "multiplicity": 5, "e_above_lowest_kcal_mol": 29.1, "lumo_energy_ev": [-0.30, -0.35], "homo_lumo_gap_ha": [0.2335, 0.2559], "s_squared": 6.015, "species": ["Cr", "C", "O", "C", "C", "C", "C", "C", "C", "N", "N", "C", "C", "O", "C", "C", "C", "C", "C", "C", "C", "C", "H", "H", "H", "H", "H", "H", "H", "H", "H", "H", "H", "H", "H", "N", "N", "C", "N", "N", "N", "O", "O", "H", "H", "H", "H", "H", "O", "C", "O", "C", "C", "Ge", "C", "C", "C", "C", "C", "C", "C", "C", "C", "C", "C", "C", "C", "C", "C", "C", "C", "C", "H", "H", "H", "H", "H", "H", "H", "H", "H", "H", "H", "H", "H", "H", "H", "H", "H", "H", "H"], "coordinates": [[-0.122, 2.356, -0.877], [3.119, 2.560, -1.682], [2.088, 2.123, -0.797], [2.493, 1.666, 0.450], [3.736, 1.119, 0.684], [4.080, 0.757, 1.982], [3.200, 0.975, 3.030], [1.955, 1.535, 2.792], [1.579, 1.858, 1.496], [0.384, 2.501, 1.096], [-0.283, 3.073, 2.005], [-1.111, 4.090, 1.635], [-1.003, 4.759, 0.375], [-0.268, 4.337, -0.586], [-1.715, 5.996, 0.209], [-2.551, 6.462, 1.162], [-2.734, 5.779, 2.407], [-3.628, 6.262, 3.386], [-3.764, 5.623, 4.591], [-2.988, 4.482, 4.861], [-2.128, 3.982, 3.915], [-1.990, 4.612, 2.661], [3.667, 1.714, -2.094], [3.803, 3.232, -1.166], [2.626, 3.095, -2.488], [4.434, 0.964, -0.127], [5.046, 0.304, 2.170], [3.492, 0.719, 4.043], [1.256, 1.725, 3.595], [-1.582, 6.519, -0.729], [-3.101, 7.383, 0.991], [-4.208, 7.154, 3.166], [-4.468, 5.992, 5.329], [-3.077, 3.994, 5.825], [-1.544, 3.093, 4.114], [-0.473, 3.381, -3.133], [-1.847, 3.606, -3.210], [-2.697, 2.949, -2.393], [-3.960, 2.924, -2.796], [-2.213, 2.447, -1.247], [-3.080, 1.799, -0.386], [-4.291, 1.770, -0.572], [-2.578, 1.261, 0.554], [0.012, 4.215, -3.417], [-0.251, 2.557, -3.682], [-2.210, 3.719, -4.138], [-4.223, 3.277, -3.697], [-4.615, 2.498, -2.165], [-0.964, 0.777, -3.286], [-0.400, -0.030, -2.510], [0.037, 0.282, -1.335], [-0.211, -1.439, -3.062], [-0.722, -2.648, -2.238], [0.368, -3.438, -0.793], [2.273, -3.268, -1.198], [3.222, -3.074, -0.196], [4.579, -3.029, -0.503], [5.005, -3.163, -1.818], [4.071, -3.361, -2.828], [2.719, -3.422, -2.515], [-0.084, -3.087, 1.066], [-0.901, -2.034, 1.472], [-1.273, -1.898, 2.808], [-0.819, -2.810, 3.752], [-0.002, -3.865, 3.361], [0.357, -4.006, 2.026], [-0.016, -5.361, -1.001], [-1.271, -5.840, -0.605], [-1.630, -7.167, -0.810], [-0.736, -8.042, -1.418], [0.516, -7.586, -1.811], [0.872, -6.256, -1.602], [0.855, -1.550, -3.274], [-0.732, -1.425, -4.014], [-0.831, -3.488, -2.924], [-1.720, -2.432, -1.845], [2.896, -2.966, 0.835], [5.307, -2.892, 0.288], [6.062, -3.124, -2.054], [4.397, -3.479, -3.856], [2.000, -3.605, -3.310], [-1.259, -1.316, 0.746], [-1.915, -1.071, 3.096], [-1.104, -2.705, 4.794], [0.341, -4.589, 4.092], [0.967, -4.852, 1.720], [-1.974, -5.165, -0.122], [-2.607, -7.521, -0.498], [-1.015, -9.076, -1.585], [1.217, -8.266, -2.281], [1.856, -5.912, -1.907]]}